A single C5H3NO2 molecule, computed with ωB97M-V/def2-TZVPD.

Geometry as ORCA input:
```
! wB97M-V def2-TZVPD RIJCOSX def2/J DEFGRID3
* xyz 0 1
C -0.5536 -1.6791 0.2421
N 0.4732 -2.0693 1.0336
O 1.3086 -0.8172 1.2817
C 0.7111 0.1304 0.4846
C 1.0467 1.3480 0.0191
O -0.0944 1.8376 -0.8170
C -0.9201 0.7916 -0.9555
C -0.4173 -0.3107 -0.2290
H -1.3588 -2.3807 0.2244
H 1.7032 2.0126 0.1703
H -1.8986 1.1369 -1.4543
*
```

The LUMO energy is 0.11 eV. For the total energy, the calculation gives -397.41638 Ha. The gap between HOMO and LUMO is 8.88 eV. The calculation puts the energy relative to the best compared isomer or geometry (same formula, charge and spin) at 3.164 eV. As for the SMILES: c1noc2cocc12.

Formally, the Löwdin partial charges of the atoms, in units of the elementary charge, are as follows: atom 1 (C): -0.0475, atom 2 (N): 0.1268, atom 3 (O): -0.0072, atom 4 (C): -0.2709, atom 5 (C): 0.0809, atom 6 (O): -0.0058, atom 7 (C): -0.0565, atom 8 (C): -0.1360, atom 9 (H): 0.1078, atom 10 (H): 0.0480, atom 11 (H): 0.1602

---

A molecular structure, C18H25BrInN13OS2, computed with ωB97M-V/def2-TZVPD.

Geometry as ORCA input:
```
! wB97M-V def2-TZVPD RIJCOSX def2/J DEFGRID3
* xyz -2 1
In -0.8621 0.4039 -2.0314
N -2.8499 3.1941 -1.1454
C -1.9743 2.8064 -0.1528
N -1.9997 3.3360 1.0633
N -1.0106 2.6987 1.7185
N -0.4337 1.8455 0.9483
N -1.0255 1.8773 -0.2692
C -2.5401 3.1424 -2.4962
N -3.1562 3.8725 -3.4076
N -2.5520 3.5139 -4.5646
N -1.6441 2.6315 -4.3485
N -1.5923 2.3708 -3.0172
H -3.4539 3.9551 -0.8848
O 2.7857 -1.1957 0.3999
S 1.8644 -0.0291 0.6220
C 2.2668 0.5519 2.3001
C 3.5534 1.4039 2.2293
C 4.0126 1.4401 0.7649
C 2.7217 1.4273 -0.0342
H 2.3728 -0.3577 2.8893
H 1.4067 1.1197 2.6532
H 4.3309 1.0117 2.8861
H 3.3181 2.4159 2.5661
H 4.5705 0.5323 0.5287
H 4.6429 2.3017 0.5383
H 2.8125 1.3307 -1.1133
H 2.0786 2.2747 0.2156
C -0.9419 -1.1259 2.4629
N -1.4987 -2.0957 3.4292
C -1.1393 -3.4382 2.9612
N -1.6175 -3.7224 1.6104
C -1.0533 -2.7056 0.6979
N -1.4227 -1.3549 1.1104
C -2.8806 -1.2442 1.1084
N -3.4960 -2.2188 2.0338
C -2.9601 -1.9821 3.3709
C -3.0749 -3.5547 1.6028
H 0.1450 -1.2280 2.4802
H -1.2048 -0.1126 2.7732
H -1.5669 -4.1742 3.6512
H -0.0502 -3.5339 2.9762
H -1.4280 -2.8621 -0.3155
H 0.0374 -2.7925 0.6965
H -3.2322 -1.4120 0.0891
H -3.1580 -0.2327 1.4177
H -3.3961 -2.7091 4.0653
H -3.2435 -0.9762 3.6906
H -3.4382 -3.7215 0.5874
H -3.5190 -4.2996 2.2727
S -2.4110 -1.2643 -2.4132
Br 5.2553 0.1243 -5.1596
C 3.5700 0.2113 -4.2554
C 3.2114 -0.8091 -3.3947
C 1.9873 -0.7272 -2.7405
C 1.1243 0.3577 -2.9082
C 1.5227 1.3514 -3.8061
C 2.7378 1.2921 -4.4819
H 3.8724 -1.6504 -3.2324
H 1.7268 -1.5327 -2.0633
H 0.8708 2.1952 -4.0031
H 3.0284 2.0733 -5.1727
*
```

The LUMO energy is 3.91 eV. For the total energy, the calculation gives -5048.55315 Ha. The gap between HOMO and LUMO is 5.46 eV. The calculation puts the energy relative to the best compared isomer or geometry (same formula, charge and spin) at 0.304 eV.

Formally, the Löwdin partial charges of the atoms, in units of the elementary charge, are as follows: atom 1 (In): 0.3269, atom 2 (N): 0.1326, atom 3 (C): -0.4801, atom 4 (N): 0.0155, atom 5 (N): -0.0994, atom 6 (N): -0.0973, atom 7 (N): -0.0267, atom 8 (C): -0.4977, atom 9 (N): 0.0056, atom 10 (N): -0.1206, atom 11 (N): -0.0774, atom 12 (N): -0.0572, atom 13 (H): 0.1251, atom 14 (O): -0.5458, atom 15 (S): 0.8671, atom 16 (C): -0.3251, atom 17 (C): -0.2228, atom 18 (C): -0.2480, atom 19 (C): -0.3160, atom 20 (H): 0.0794, atom 21 (H): 0.0644, atom 22 (H): 0.0975, atom 23 (H): 0.1031, atom 24 (H): 0.0984, atom 25 (H): 0.1052, atom 26 (H): 0.0744, atom 27 (H): 0.0903, atom 28 (C): -0.1980, atom 29 (N): -0.0909, atom 30 (C): -0.2012, atom 31 (N): -0.0904, atom 32 (C): -0.1864, atom 33 (N): -0.0974, atom 34 (C): -0.1953, atom 35 (N): -0.0908, atom 36 (C): -0.2018, atom 37 (C): -0.1877, atom 38 (H): 0.0905, atom 39 (H): 0.1121, atom 40 (H): 0.1110, atom 41 (H): 0.1189, atom 42 (H): 0.0629, atom 43 (H): 0.1210, atom 44 (H): 0.0332, atom 45 (H): 0.1267, atom 46 (H): 0.1109, atom 47 (H): 0.1190, atom 48 (H): 0.1259, atom 49 (H): 0.1115, atom 50 (S): -0.2085, atom 51 (Br): 0.6350, atom 52 (C): -0.7004, atom 53 (C): -0.1420, atom 54 (C): -0.1518, atom 55 (C): -0.2748, atom 56 (C): -0.1272, atom 57 (C): -0.1477, atom 58 (H): 0.0949, atom 59 (H): 0.0890, atom 60 (H): 0.0688, atom 61 (H): 0.0898

---

A single C2H4S4 molecule, computed with ωB97M-V/def2-TZVPD.

Geometry as ORCA input:
```
! wB97M-V def2-TZVPD RIJCOSX def2/J DEFGRID3
* xyz 0 1
S 1.7491 1.4382 -0.0061
C 0.7280 -0.0161 -0.3626
S 1.6046 -1.5526 -0.2324
C -0.6420 -0.0684 -0.3162
S -1.6082 -1.4528 -0.3153
S -1.6522 1.4707 -0.5501
H 2.7468 1.2518 -0.9298
H 0.7331 -2.0640 -1.0308
H -2.4623 -1.0541 -1.2181
H -2.3536 1.4838 0.5583
*
```

The LUMO energy is 0.50 eV. For the total energy, the calculation gives -1671.29981 Ha. The gap between HOMO and LUMO is 8.65 eV. The calculation puts the energy relative to the best compared isomer or geometry (same formula, charge and spin) at 0.296 eV. As for the SMILES: SC(S)=C(S)S.

Formally, the Löwdin partial charges of the atoms, in units of the elementary charge, are as follows: atom 1 (S): 0.6814, atom 2 (C): -1.0968, atom 3 (S): 0.7205, atom 4 (C): -1.1323, atom 5 (S): 0.7547, atom 6 (S): 0.6746, atom 7 (H): -0.1145, atom 8 (H): -0.1922, atom 9 (H): -0.1360, atom 10 (H): -0.1594

---

A molecular structure, C3H3CuO, computed with ωB97M-V/def2-TZVPD.

Geometry as ORCA input:
```
! wB97M-V def2-TZVPD RIJCOSX def2/J DEFGRID3
* xyz 0 1
C -0.7609 -0.3387 -0.0640
C -1.1552 -1.6468 -0.1797
H -1.4733 0.4979 0.0133
H -0.2401 -2.2796 -0.2288
C 0.6312 0.0553 0.0158
O 1.0684 1.2203 -0.0375
Cu 0.5626 3.2642 0.5358
H 1.3674 -0.7728 -0.0549
*
```

The LUMO energy is -2.88 eV. For the total energy, the calculation gives -1831.61426 Ha. The gap between HOMO and LUMO is 3.50 eV. The calculation puts the energy relative to the best compared isomer or geometry (same formula, charge and spin) at 0.000 eV.

Formally, the Löwdin partial charges of the atoms, in units of the elementary charge, are as follows: atom 1 (C): -0.3292, atom 2 (C): -0.0578, atom 3 (H): 0.0506, atom 4 (H): -0.0503, atom 5 (C): -0.3221, atom 6 (O): -0.1477, atom 7 (Cu): 0.7383, atom 8 (H): 0.1181

---

> What is the energy relative to the best compared isomer or geometry (same formula, charge and spin) in the second record?

0.304 eV

---

> Among the records above, which one has the lowest gap between HOMO and LUMO?

C3H3CuO

---

> Which of these has the highest gap between HOMO and LUMO?

C5H3NO2

---

> Which formula does entry 3 have?

C2H4S4